Here is a gas-phase ion, C5H9N4S3 (charge +1) from OMol25. Energies are from ωB97M-V with the def2-TZVPD basis set.

Geometry as XYZ:
```
21
Properties=species:S:1:pos:R:3
C -1.63 -1.66 -0.01
C 1.83 -0.60 -0.04
C 0.41 -0.62 -0.17
C 4.19 0.70 0.06
C -2.10 2.44 -0.02
N -1.81 -0.31 -0.17
N -0.63 0.22 -0.18
N -0.31 -1.98 0.00
N -2.53 -2.67 0.03
S 2.68 -2.04 -0.07
S 2.42 1.03 -0.03
S -0.41 1.86 -0.02
H 4.59 1.72 0.00
H 4.56 0.07 -0.90
H 4.48 0.01 0.81
H -2.54 2.27 0.84
H -2.66 2.03 -0.99
H -2.10 3.47 -0.01
H 0.04 -2.82 0.41
H -3.39 -2.64 -0.43
H -2.29 -3.56 0.36
```

Multiplicity: 3
LUMO energy (alpha / beta), eV: -2.83 / -7.11
Expectation value of S²: 2.02
Maximum force, eV/Å: 5.999
Molar mass, g mol⁻¹: 221.36
Net charge: +1

Here is a single C5H9N5O molecule from OMol25. Energies are from ωB97M-V with the def2-TZVPD basis set.

Geometry as XYZ:
```
20
Properties=species:S:1:pos:R:3
C -1.63 0.81 -0.43
N -1.37 -0.27 0.56
C -2.40 -1.15 0.92
C -0.35 -0.10 1.48
O -0.57 -0.09 2.65
N 0.90 0.28 1.23
C 1.53 0.17 -0.02
N 2.75 0.81 -0.19
C 3.08 0.51 -1.44
N 2.22 -0.42 -1.92
N 1.24 -0.67 -0.95
H -2.20 1.70 0.06
H -2.22 0.38 -1.22
H -0.75 1.22 -0.88
H -3.07 -0.50 1.39
H -2.61 -1.73 -0.08
H -2.07 -1.92 1.63
H 1.15 1.04 1.86
H 4.00 0.89 -1.90
H 2.36 -0.97 -2.76
```

SMILES: CN(C)C(=O)Nc1nc[nH]n1
LUMO energy, eV: 0.76
Maximum force, eV/Å: 4.570
Molar mass, g mol⁻¹: 155.16

Here is a gas-phase ion, C5H9N6 (charge +1) from OMol25. Energies are from ωB97M-V with the def2-TZVPD basis set.

Geometry as XYZ:
```
20
Properties=species:S:1:pos:R:3
C 1.81 -1.01 -0.48
C -0.53 1.70 -0.22
C -0.75 -1.24 -0.39
C 0.42 -0.51 -0.49
C -2.97 -0.15 -0.70
N -1.93 -0.64 -0.30
N 2.27 1.13 0.14
N 0.28 0.82 -0.28
N 2.65 -0.05 -0.13
N 3.92 -0.45 0.13
N -4.10 0.33 0.63
H 2.16 -2.04 -0.46
H -0.85 2.66 -0.11
H -0.69 -2.25 -0.73
H 2.97 1.92 -0.05
H 4.23 0.03 1.03
H 4.04 -1.45 0.21
H -3.71 0.57 1.49
H -4.64 -0.50 0.66
H -4.58 1.13 0.04
```

LUMO energy, eV: -3.81
Maximum force, eV/Å: 6.456
Molar mass, g mol⁻¹: 153.17
Net charge: +1

Here is 2 unconnected molecules or ions with the total composition C5H9NO from OMol25. Energies are from ωB97M-V with the def2-TZVPD basis set.

Geometry as XYZ:
```
16
Properties=species:S:1:pos:R:3
C -0.18 1.55 -1.29
C -0.68 2.35 -0.32
N -0.81 1.63 0.86
C -0.42 0.33 0.59
C -0.04 0.23 -0.73
C -0.38 -0.66 1.71
H -0.09 1.73 -2.35
H -0.94 3.39 -0.45
H -0.55 1.80 1.82
H 0.43 -0.68 -1.08
H -1.32 -0.58 2.26
H -0.09 -1.67 1.45
H 0.34 -0.27 2.46
H 0.98 -3.02 -1.13
H 2.34 -2.98 -1.80
O 1.41 -3.15 -2.00
```

Multiplicity: 2
LUMO energy (alpha / beta), eV: 3.84 / 3.71
Expectation value of S²: 0.75
Maximum force, eV/Å: 1.488
Molar mass, g mol⁻¹: 99.13
Net charge: -1

Here is a single C5H9NO molecule from OMol25. Energies are from ωB97M-V with the def2-TZVPD basis set.

Geometry as XYZ:
```
16
Properties=species:S:1:pos:R:3
C 0.45 1.46 -1.25
C 0.58 0.04 -0.72
C 1.42 -0.35 0.55
C 0.18 -1.06 1.16
C -0.63 -0.43 0.05
N -1.84 -0.12 -0.17
O -2.69 -0.59 0.82
H 1.29 1.76 -1.88
H 0.32 2.18 -0.44
H -0.47 1.50 -1.86
H 0.82 -0.65 -1.54
H 2.28 -1.00 0.36
H 1.75 0.51 1.14
H -0.12 -0.78 2.18
H 0.21 -2.15 1.10
H -3.55 -0.32 0.49
```

SMILES: C[C@H]1CC/C1=N\O
LUMO energy, eV: 1.09
Maximum force, eV/Å: 0.653
Molar mass, g mol⁻¹: 99.13

Here is a single C5H9NO molecule from OMol25. Energies are from ωB97M-V with the def2-TZVPD basis set.

Geometry as XYZ:
```
16
Properties=species:S:1:pos:R:3
C -1.45 1.13 1.31
C -1.45 -0.28 0.75
O -2.38 -1.04 0.90
C -0.22 -0.74 0.02
C 1.15 -0.51 0.56
N 0.66 0.26 -0.57
C 1.20 -0.03 -1.90
H -2.43 1.34 1.75
H -0.69 1.23 2.08
H -1.22 1.85 0.52
H -0.37 -1.67 -0.52
H 1.88 -1.30 0.39
H 1.30 0.06 1.48
H 2.24 -0.39 -1.85
H 1.18 0.88 -2.50
H 0.60 -0.79 -2.42
```

SMILES: CC(=O)[C@@H]1CN1C
LUMO energy, eV: 0.96
Maximum force, eV/Å: 0.428
Molar mass, g mol⁻¹: 99.13

Here is a single C5H9NO molecule from OMol25. Energies are from ωB97M-V with the def2-TZVPD basis set.

Geometry as XYZ:
```
16
Properties=species:S:1:pos:R:3
C -1.45 1.16 1.26
C -1.56 -0.16 0.55
O -2.57 -0.83 0.51
C -0.27 -0.69 -0.05
C 1.11 -0.62 0.53
N 0.72 0.25 -0.54
C 1.27 -0.02 -1.86
H -2.39 1.46 1.75
H -0.63 0.94 1.94
H -1.07 1.93 0.59
H -0.47 -1.58 -0.64
H 1.77 -1.46 0.31
H 1.31 -0.14 1.49
H 2.24 0.48 -1.96
H 0.59 0.37 -2.61
H 1.42 -1.10 -2.05
```

SMILES: CC(=O)[C@@H]1CN1C
LUMO energy, eV: 0.95
Maximum force, eV/Å: 0.869
Molar mass, g mol⁻¹: 99.13

Here is 2 unconnected molecules or ions with the total composition C5H9NO from OMol25. Energies are from ωB97M-V with the def2-TZVPD basis set.

Geometry as XYZ:
```
16
Properties=species:S:1:pos:R:3
C -0.68 -0.46 -1.82
C -1.23 0.25 0.71
O -1.59 -0.95 1.01
C 0.19 0.69 1.01
C 1.31 -0.34 0.97
C 0.47 1.86 0.18
N 0.71 2.75 -0.52
H 0.06 0.30 -2.01
H -1.32 -0.55 -2.69
H -0.23 -1.42 -1.53
H -1.53 -0.01 -1.01
H -0.80 -1.49 1.20
H 0.12 1.07 2.04
H 2.23 0.11 1.32
H 1.47 -0.68 -0.05
H 1.10 -1.21 1.60
```

LUMO energy, eV: 0.40
Maximum force, eV/Å: 3.288
Molar mass, g mol⁻¹: 99.13

Please write out number 3 again, unchanged.
Here is a gas-phase ion, C5H9N6 (charge +1) from OMol25. Energies are from ωB97M-V with the def2-TZVPD basis set.

Geometry as XYZ:
```
20
Properties=species:S:1:pos:R:3
C 1.81 -1.01 -0.48
C -0.53 1.70 -0.22
C -0.75 -1.24 -0.39
C 0.42 -0.51 -0.49
C -2.97 -0.15 -0.70
N -1.93 -0.64 -0.30
N 2.27 1.13 0.14
N 0.28 0.82 -0.28
N 2.65 -0.05 -0.13
N 3.92 -0.45 0.13
N -4.10 0.33 0.63
H 2.16 -2.04 -0.46
H -0.85 2.66 -0.11
H -0.69 -2.25 -0.73
H 2.97 1.92 -0.05
H 4.23 0.03 1.03
H 4.04 -1.45 0.21
H -3.71 0.57 1.49
H -4.64 -0.50 0.66
H -4.58 1.13 0.04
```

LUMO energy, eV: -3.81
Maximum force, eV/Å: 6.456
Molar mass, g mol⁻¹: 153.17
Net charge: +1

Repeat the eighth record exactly.
Here is 2 unconnected molecules or ions with the total composition C5H9NO from OMol25. Energies are from ωB97M-V with the def2-TZVPD basis set.

Geometry as XYZ:
```
16
Properties=species:S:1:pos:R:3
C -0.68 -0.46 -1.82
C -1.23 0.25 0.71
O -1.59 -0.95 1.01
C 0.19 0.69 1.01
C 1.31 -0.34 0.97
C 0.47 1.86 0.18
N 0.71 2.75 -0.52
H 0.06 0.30 -2.01
H -1.32 -0.55 -2.69
H -0.23 -1.42 -1.53
H -1.53 -0.01 -1.01
H -0.80 -1.49 1.20
H 0.12 1.07 2.04
H 2.23 0.11 1.32
H 1.47 -0.68 -0.05
H 1.10 -1.21 1.60
```

LUMO energy, eV: 0.40
Maximum force, eV/Å: 3.288
Molar mass, g mol⁻¹: 99.13